Record 1
The following is a quantum chemistry calculation of C25H31N3O6P2ReS2 as an isolated structure, from the Open Molecules 2025 dataset.

Output
Spin multiplicity: 2
⟨S²⟩: 0.758
HOMO (spin up / spin down) in eV: 0.10 / 0.46
Net charge: -2

```
70
Properties=species:S:1:pos:R:3:forces:R:3:mulliken_spin:R:1
Re 0.66149 0.11933 0.05997 0.24 -1.17 -0.12 0.9698
C -2.65452 -0.27708 -0.76321 0.00 -0.11 0.08 -0.0005
N -1.87952 0.94200 -0.63023 0.17 0.26 -0.28 0.0738
C -2.57096 2.01055 0.06651 0.13 0.07 0.26 0.0156
C -1.76685 2.55546 1.26429 -0.11 0.20 -0.16 0.0000
N -1.13882 1.52266 2.07441 -0.19 0.49 0.35 0.0212
C -2.12613 0.72891 2.78607 -0.03 -0.15 0.01 -0.0009
C -0.18572 2.06303 3.01029 0.42 -0.16 -0.12 0.0039
C -0.52699 3.12188 3.83796 -0.18 0.24 0.11 -0.0063
C 0.34592 3.64160 4.78050 0.00 0.10 0.10 0.0146
C 1.61187 3.08761 4.90213 0.02 0.24 0.20 -0.0097
C 1.96928 2.02959 4.09874 -0.06 -0.05 -0.06 0.0147
C 1.09221 1.48339 3.15129 0.02 0.10 0.31 -0.0213
S 1.66012 0.08637 2.27974 0.13 0.04 -0.44 -0.0074
C -1.24784 1.27945 -1.89707 0.28 -0.40 0.11 -0.1084
C -2.12583 1.60060 -2.99951 -0.25 0.26 -0.30 -0.0038
C -1.76518 2.34592 -4.07211 -0.63 -0.42 0.20 -0.0012
C -0.53964 3.05974 -4.08870 0.75 0.30 0.07 0.0012
C 0.29931 3.00724 -3.02645 -0.36 0.17 -0.62 -0.0024
C 0.13398 2.09249 -1.93450 0.67 -0.32 0.94 -0.0174
S 1.01492 2.47019 -0.40533 0.01 -0.45 -0.03 -0.0063
H -3.64277 -0.11141 -1.23100 0.07 0.03 -0.02 -0.0009
H -2.80475 -0.73614 0.21007 -0.02 -0.09 0.04 0.0016
H -2.08067 -0.98309 -1.36026 -0.01 -0.07 0.06 -0.0005
H -3.54756 1.64624 0.40916 0.04 0.01 -0.03 0.0007
H -2.75447 2.85897 -0.61227 -0.06 -0.12 0.12 -0.0013
H -2.45895 3.18151 1.86057 -0.01 -0.03 -0.02 -0.0005
H -0.96475 3.18528 0.87756 -0.11 -0.03 0.08 -0.0039
H -2.85654 1.36532 3.31914 0.01 0.03 0.02 -0.0003
H -1.63275 0.08955 3.51509 -0.03 -0.07 -0.07 0.0006
H -2.66875 0.09241 2.09057 -0.02 -0.08 -0.01 0.0008
H -1.51847 3.54958 3.76061 -0.06 0.02 -0.07 -0.0003
H 0.04494 4.46548 5.41889 -0.04 0.00 -0.06 0.0020
H 2.31759 3.48837 5.62478 -0.03 -0.03 -0.03 -0.0005
H 2.95213 1.58547 4.18289 0.05 -0.03 -0.01 0.0011
H -3.14625 1.24408 -2.91288 -0.10 -0.04 -0.13 0.0032
H -2.46840 2.49996 -4.88264 -0.08 -0.03 -0.01 0.0002
H -0.33605 3.73730 -4.91024 0.03 0.04 -0.02 -0.0001
H 1.12963 3.69475 -2.93782 0.09 0.06 -0.08 -0.0005
N 1.95301 -3.66237 3.02507 0.12 0.08 0.47 -0.0003
C 1.28601 -3.70997 1.72149 -0.20 0.74 -0.55 0.0013
C 0.99447 -5.14206 1.32778 0.04 -0.23 -0.02 -0.0001
P -0.40664 -2.82823 1.70269 -0.15 0.39 0.46 0.0000
O -0.30523 -1.98556 3.08398 -0.33 -0.40 -0.44 0.0017
O -1.46254 -3.85509 1.85248 -0.10 -0.37 0.09 0.0007
O -0.46315 -1.89872 0.52366 0.37 0.44 -0.26 0.0043
P 2.49223 -2.95970 0.51781 0.90 -0.59 0.15 -0.0024
O 3.11368 -4.23852 -0.28825 -0.18 0.24 0.36 0.0000
O 3.74666 -2.53203 1.40395 -0.15 0.11 -0.37 0.0002
O 2.13534 -1.95591 -0.49301 -0.70 0.85 -0.20 -0.0031
H 1.45051 -4.27871 3.66032 0.05 0.14 -0.06 0.0000
H 1.82267 -2.71858 3.39424 -0.18 -0.17 0.15 0.0008
H 3.59673 -2.74815 2.33107 -0.09 -0.26 0.35 0.0001
H 0.20522 -5.51667 1.97614 -0.06 -0.03 0.02 -0.0001
H 1.87609 -5.77600 1.40021 0.14 0.00 -0.11 0.0000
H 0.60461 -5.14969 0.31295 -0.02 -0.23 -0.08 0.0001
H 0.20797 -1.16844 2.85327 0.14 0.21 0.23 -0.0016
H 2.82912 -4.10997 -1.19453 0.00 -0.05 -0.45 0.0001
C 0.07428 0.57599 -2.04996 -0.40 0.38 0.06 0.0299
C 0.46146 -0.05657 -3.31415 0.07 -0.09 -0.15 0.0437
C -0.37065 -0.93122 -4.02118 0.03 0.14 0.23 0.0040
C 0.03821 -1.49807 -5.21240 0.01 -0.14 -0.35 0.0011
C 1.28577 -1.21056 -5.74656 0.01 -0.08 -0.10 -0.0027
C 2.13913 -0.37678 -5.03679 0.14 -0.02 -0.17 -0.0021
C 1.73764 0.18389 -3.84345 -0.21 0.00 0.19 -0.0064
H -1.35450 -1.16286 -3.63244 -0.04 0.06 0.06 -0.0002
H -0.62884 -2.15966 -5.75462 -0.06 -0.03 0.03 0.0001
H 1.58572 -1.62118 -6.70522 0.01 -0.05 0.05 -0.0004
H 3.12574 -0.15646 -5.42787 0.05 0.01 -0.01 0.0000
H 2.40500 0.82329 -3.28370 0.05 0.11 0.07 0.0005
```
Forces are in eV/Å.



Record 2
The following is a quantum chemistry calculation of C56H64AsBrClCrGeN2O4S as an isolated structure, from the Open Molecules 2025 dataset.

Output
Spin multiplicity: 5
⟨S²⟩: 6.024
HOMO (spin up / spin down) in eV: -3.60 / -4.08
Net charge: -1

```
132
Properties=species:S:1:pos:R:3:forces:R:3:mulliken_spin:R:1
Cr 0.24362 0.07417 1.01578 -0.24 -0.09 -0.58 3.7278
C -3.23068 4.47088 5.94653 0.07 0.01 -0.05 -0.0002
C -2.26683 4.27792 4.80581 0.01 0.04 0.02 -0.0010
C -1.21541 3.37864 4.89218 -0.03 0.00 0.01 -0.0008
C -0.34410 3.16603 3.83141 0.08 0.09 -0.08 -0.0044
C 0.81127 2.22339 4.06714 -0.05 -0.03 -0.09 -0.0390
C -0.51968 3.85414 2.60854 0.02 -0.20 0.00 0.0126
As 0.56742 2.99940 1.10057 -0.37 0.48 0.26 0.0087
N -0.62927 1.75609 0.51940 -0.31 1.12 -0.60 -0.0954
C -1.82593 1.96043 -0.10777 -0.10 0.30 -0.06 -0.0438
C -2.51404 3.19082 -0.10671 0.19 -0.12 0.03 -0.0079
C -3.70454 3.36423 -0.78674 0.04 -0.05 -0.04 -0.0093
C -4.26809 2.31669 -1.50554 -0.12 0.08 -0.04 0.0148
C -3.60219 1.09626 -1.52930 -0.08 0.00 0.00 0.0051
C -2.41272 0.91369 -0.84908 0.06 0.00 0.07 0.1185
C 0.82805 4.50461 -0.19345 0.20 -0.13 -0.04 0.0369
C 0.66037 4.42192 -1.58449 -0.05 -0.13 0.08 -0.0011
C 0.20166 3.17214 -2.28966 -0.02 -0.03 0.07 0.0008
C 0.98345 5.52414 -2.37757 0.04 0.09 0.06 -0.0017
C 1.53605 6.67832 -1.85095 0.00 -0.01 -0.07 0.0008
C 1.86442 7.86002 -2.72594 -0.03 -0.08 0.08 0.0003
C 1.81690 6.69972 -0.49052 0.02 0.03 -0.05 -0.0004
C 1.49183 5.63336 0.33435 -0.08 -0.03 0.04 0.0020
C 1.87714 5.71035 1.79024 -0.04 0.03 -0.12 0.0008
C -1.49996 4.85850 2.56997 0.00 0.08 0.06 -0.0001
C -1.65217 5.87767 1.46165 0.03 0.04 0.10 -0.0002
C -2.36478 5.03171 3.65082 0.00 -0.01 0.01 0.0015
H -3.11142 3.68215 6.68919 -0.04 0.01 0.02 0.0001
H -4.26148 4.45644 5.58935 -0.01 -0.01 0.03 0.0000
H -3.06456 5.43181 6.43978 -0.02 -0.01 0.02 0.0000
H -1.06896 2.82111 5.81257 0.00 -0.02 -0.02 -0.0001
H 0.87392 1.95337 5.12280 -0.03 0.02 0.00 -0.0007
H 1.75289 2.68137 3.76347 0.04 -0.04 0.01 -0.0003
H 0.68656 1.30533 3.49009 0.07 -0.02 0.01 0.0335
H -2.06660 4.01035 0.42837 -0.13 -0.15 -0.15 0.0120
H -4.19149 4.33381 -0.76552 -0.01 0.00 0.01 -0.0010
H -5.19932 2.45358 -2.04189 0.01 -0.02 0.00 0.0019
H -4.02580 0.27544 -2.09936 0.04 -0.04 0.02 -0.0004
H -1.88560 -0.03027 -0.90074 -0.02 -0.07 0.01 -0.0189
H 0.55633 2.27787 -1.77911 -0.07 -0.04 -0.03 0.0074
H 0.58987 3.15594 -3.30985 0.01 0.04 0.01 -0.0001
H -0.88564 3.12264 -2.34542 -0.09 -0.04 0.04 0.0004
H 0.81531 5.46044 -3.44844 0.00 -0.03 0.00 0.0001
H 1.67160 7.62935 -3.77345 0.01 0.04 -0.01 0.0001
H 2.91361 8.14421 -2.62275 0.00 0.03 -0.02 0.0001
H 1.25717 8.72456 -2.44876 0.02 0.03 -0.04 0.0000
H 2.31863 7.56582 -0.06762 -0.02 -0.01 0.04 0.0002
H 2.48941 6.59247 1.97835 0.02 0.00 -0.01 0.0002
H 2.44895 4.82201 2.07384 -0.01 0.02 0.10 -0.0026
H 0.99850 5.74985 2.43572 0.10 0.02 0.03 0.0001
H -0.99021 5.69660 0.62310 -0.06 0.05 -0.04 0.0009
H -1.41989 6.86726 1.86491 0.03 0.02 -0.03 -0.0001
H -2.68170 5.91035 1.09850 0.01 0.01 0.01 0.0001
H -3.13822 5.79235 3.57760 0.00 0.00 -0.01 0.0001
O -0.52607 -1.84995 -0.35572 -0.07 0.22 -0.01 0.0227
S -0.76703 -3.31298 -0.42522 0.10 -0.40 -0.64 0.0182
C -1.61265 -3.58757 -2.06435 0.26 0.09 0.64 0.0073
C -1.70250 -5.04405 -2.36979 0.01 -0.27 -0.06 -0.0010
C -2.42989 -5.89349 -1.53432 0.06 0.15 0.00 0.0007
C -2.45663 -7.25760 -1.76668 -0.02 -0.10 0.01 -0.0005
C -1.77442 -7.79705 -2.84910 0.01 0.05 0.05 0.0009
C -1.06682 -6.95842 -3.69657 0.06 -0.15 -0.06 -0.0004
C -1.02556 -5.59542 -3.45560 -0.03 0.20 0.07 0.0011
C 0.86935 -4.09108 -0.78991 -0.38 -0.05 0.13 0.0046
C 0.99450 -5.48646 -0.23401 -0.13 -0.06 0.04 -0.0009
C 0.49857 -5.81588 1.02885 0.05 0.09 -0.08 0.0008
C 0.61298 -7.10153 1.53110 0.00 0.00 0.02 0.0005
C 1.23880 -8.08826 0.78350 0.00 -0.03 0.04 -0.0001
C 1.75444 -7.77093 -0.46289 0.02 -0.06 -0.04 0.0001
C 1.62990 -6.48462 -0.96665 -0.04 0.07 -0.07 -0.0001
H -1.05424 -3.01585 -2.80468 0.05 0.03 0.03 -0.0008
H -2.59177 -3.13193 -1.91353 0.00 0.06 -0.02 0.0005
H -2.96605 -5.47277 -0.69049 0.01 -0.03 0.01 -0.0001
H -3.01094 -7.90574 -1.09948 0.00 0.01 0.00 0.0000
H -1.79309 -8.86445 -3.02732 0.00 0.00 -0.01 0.0000
H -0.53472 -7.37196 -4.54479 -0.01 0.02 0.00 0.0000
H -0.47193 -4.94193 -4.12071 0.03 -0.02 0.02 0.0000
H 1.56123 -3.38620 -0.32251 0.00 0.11 -0.02 0.0061
H 1.04699 -4.06464 -1.86435 0.05 0.05 -0.02 -0.0002
H 0.01009 -5.05738 1.62326 -0.09 0.06 0.06 -0.0004
H 0.20551 -7.33068 2.50844 0.02 0.00 -0.01 0.0000
H 1.32509 -9.09548 1.17183 0.00 0.01 -0.01 0.0000
H 2.24984 -8.53367 -1.05155 0.00 0.03 -0.01 0.0000
H 2.03591 -6.24742 -1.94264 -0.03 0.00 -0.04 -0.0001
C -3.89845 -1.64036 1.07924 0.23 0.01 0.12 0.0023
Ge -2.69141 -1.42208 2.63755 -0.35 0.22 0.48 0.0395
C -3.93504 -0.80358 4.07775 0.04 -0.09 -0.16 -0.0046
C -2.35849 -3.30878 3.23990 0.15 0.24 -0.06 0.0018
C -1.17243 -0.18038 2.61674 -0.39 -0.50 0.04 -0.0467
H -4.69343 -2.33915 1.35424 0.04 0.00 0.02 -0.0003
H -3.37519 -2.02894 0.20496 0.02 0.02 -0.05 0.0015
H -4.35034 -0.68836 0.80787 0.02 0.06 -0.05 0.0016
H -4.85108 -1.40147 4.09665 0.01 -0.01 -0.01 -0.0003
H -4.21159 0.24197 3.92903 0.03 0.01 -0.02 0.0005
H -3.45376 -0.88938 5.05506 0.04 0.01 -0.02 -0.0004
H -3.23772 -3.63044 3.80243 -0.01 0.01 -0.03 -0.0001
H -1.49320 -3.39302 3.90297 -0.02 0.02 -0.02 -0.0007
H -2.23114 -3.99532 2.40366 0.08 -0.08 -0.11 0.0001
H -0.70738 -0.39378 3.59449 0.02 -0.04 0.00 0.0142
H -1.67511 0.78621 2.75152 0.00 0.02 -0.05 0.0066
C 5.08593 1.08068 -4.42360 -0.08 -0.07 0.03 0.0000
C 4.07646 0.22174 -5.14292 0.02 0.10 0.09 0.0004
C 4.39152 -0.26821 -6.40753 -0.06 -0.03 -0.01 0.0000
C 3.46344 -0.96367 -7.15892 -0.02 0.06 0.10 -0.0001
Cl 3.90974 -1.56717 -8.73011 0.03 -0.03 -0.12 0.0000
C 2.17912 -1.16442 -6.68398 0.02 0.00 -0.01 0.0000
C 1.86300 -0.70655 -5.41941 -0.03 0.00 0.11 0.0000
C 2.80087 -0.04600 -4.62627 0.01 -0.18 -0.17 -0.0009
O 2.35961 0.34310 -3.40520 -0.01 0.25 -0.05 -0.0054
C 3.19664 0.13094 -2.26472 -0.01 -0.09 0.33 0.0021
C 2.32765 -0.35957 -1.09246 -0.01 0.07 -0.18 0.0502
O 2.52373 -1.51386 -0.68359 0.03 0.17 0.04 0.0088
O 1.51089 0.50696 -0.65240 0.17 -0.70 0.26 0.0061
H 5.79781 1.49140 -5.13875 0.00 0.01 0.00 0.0000
H 5.64803 0.51707 -3.67795 -0.01 0.02 0.04 0.0000
H 4.59294 1.90803 -3.91535 0.02 0.02 0.02 0.0000
H 5.37547 -0.07790 -6.81709 0.00 0.00 -0.02 0.0000
H 1.44338 -1.67750 -7.28765 0.01 -0.01 -0.01 0.0000
H 0.87420 -0.85118 -5.00305 0.01 -0.02 -0.01 -0.0001
H 3.66206 1.07141 -1.95919 0.05 0.01 -0.10 0.0008
H 3.95057 -0.62717 -2.47196 0.01 0.00 -0.11 -0.0001
Br 3.57089 0.69489 1.91909 -0.15 -0.09 0.09 0.0145
C 2.67246 -0.81851 2.61952 -0.37 0.26 -0.51 0.0505
C 3.31372 -1.50153 3.63635 0.15 -0.24 0.28 -0.0310
C 2.73696 -2.65345 4.13828 -0.13 0.23 -0.26 0.0316
C 1.54272 -3.06904 3.56678 0.19 -0.30 0.22 -0.0232
C 0.97388 -2.30702 2.57686 -0.34 0.31 -0.42 0.0528
N 1.48168 -1.15360 2.09926 1.73 -0.96 1.13 0.0041
H 4.25250 -1.12749 4.01622 0.00 0.02 -0.03 -0.0009
H 3.20450 -3.20816 4.93968 0.02 -0.01 0.00 0.0031
H 1.05807 -3.97932 3.89312 -0.06 0.03 -0.05 -0.0011
H 0.03283 -2.58408 2.12734 -0.12 -0.06 0.10 0.0050
```
Forces are in eV/Å.



Record 3
The following is a quantum chemistry calculation of a 2-piece molecular cluster, C13H15B overall, from the Open Molecules 2025 dataset.

Output
Spin multiplicity: 3
⟨S²⟩: 2.006
HOMO (spin up / spin down) in eV: -5.10 / -8.24
Energy relative to the best compared isomer or geometry (same formula, charge and spin) in kcal/mol: 0.00

```
29
Properties=species:S:1:pos:R:3:forces:R:3:mulliken_spin:R:1
B 2.32305 -2.01595 -0.18452 -0.08 -0.23 0.18 0.0024
C 2.72539 2.27962 0.12754 -0.03 -0.04 0.00 0.0058
C 1.65495 1.72580 -0.55592 -0.01 0.11 -0.05 0.0032
C 3.66500 1.44797 0.71521 0.09 0.08 0.08 0.0001
C 1.52670 0.35351 -0.65031 -0.10 -0.23 -0.07 0.0349
C 3.54583 0.07550 0.60570 0.05 -0.28 -0.02 -0.0031
C 2.47216 -0.50817 -0.07985 0.03 0.22 -0.03 -0.0139
C -1.83186 -0.66408 -1.05026 1.69 -6.27 3.91 0.3479
C -2.30583 0.55972 -1.27240 -2.25 5.06 -0.67 0.5499
C -2.79588 -0.77019 1.16072 -3.39 2.43 3.51 0.5957
C -1.94743 -1.26820 0.26402 3.43 -0.71 -6.58 0.2516
C -2.91059 1.34546 -0.14602 0.04 -0.12 -0.77 0.0121
C -3.64298 0.42269 0.82736 0.35 -0.42 0.52 0.0081
C 2.16318 -3.39104 -0.20314 0.00 0.14 -0.06 0.0018
H 2.82565 3.35267 0.20262 0.01 0.07 0.02 0.0006
H 0.91130 2.36516 -1.01021 -0.04 0.03 -0.04 -0.0076
H 4.49983 1.87327 1.25428 0.04 0.01 0.03 0.0001
H 0.67923 -0.06243 -1.17427 -0.08 -0.02 0.00 -0.0147
H 4.28779 -0.56230 1.06578 0.09 -0.02 0.00 0.0004
H -1.36137 -1.24462 -1.83179 0.30 0.06 0.05 0.0062
H -2.21705 1.04081 -2.23521 -0.03 -0.02 -0.12 0.0340
H -2.94085 -1.23483 2.12365 0.07 -0.05 0.12 0.0406
H -2.09837 1.85785 0.38470 -0.11 0.06 0.17 0.0498
H -3.59084 2.11066 -0.52519 0.11 0.07 -0.03 0.0086
H -4.58101 0.07226 0.37433 0.03 0.19 -0.06 0.0616
H -3.90714 0.97021 1.73398 -0.11 -0.08 0.05 0.0039
H 1.85552 -3.97511 -1.05759 0.04 0.09 -0.28 -0.0003
H -1.34337 -2.13881 0.47596 -0.13 -0.23 -0.12 0.0201
H 2.33902 -4.01743 0.66085 0.00 0.11 0.26 0.0004
```
Forces are in eV/Å.



| no. | E_tot (eV) |
| --- | --- |
| 1 | -85565.43934 |
| 2 | -309459.44010 |
| 3 | -14394.91691 |